# 1
C3H4N2OS | the ωB97M-V functional and the def2-TZVPD basis

```
11
Properties=species:S:1:pos:R:3:forces:R:3:mulliken_charge:R:1
C 0.388 -0.781 1.202 0.0 0.0 0.4 0.246
C -0.064 0.106 -1.035 0.2 -0.5 -1.0 -0.354
C -0.737 1.222 -0.297 0.1 -0.5 0.3 -0.023
H 1.421 -1.321 -0.419 -0.5 0.6 0.3 0.241
H 0.618 0.455 -1.839 -0.5 0.2 0.5 0.310
H -0.804 -0.555 -1.566 0.3 0.5 0.6 0.247
H -1.078 2.098 -0.830 0.0 0.1 0.1 0.373
N 0.736 -0.635 -0.086 0.4 -0.5 -0.1 -0.176
N -0.956 1.214 0.956 0.0 0.4 -0.7 -0.342
O -0.562 0.080 1.677 0.3 -0.4 -0.1 -0.166
S 1.038 -1.883 2.235 -0.1 0.2 -0.2 -0.355
```
Forces are in eV/Å.

SMILES: S=C1NCC=NO1
spin multiplicity: 1
LUMO: 0.412 eV
relative energy (zero: lowest compared OMol25 entry of this formula, charge and spin): 53.2 kcal per mole
gap between HOMO and LUMO: 9.101 eV
HOMO level: -8.69 eV

***

# 2
C26H49IrN2O2SSi3 | the ωB97M-V functional and the def2-TZVPD basis

```
84
Properties=species:S:1:pos:R:3:forces:R:3:lowdin_spin:R:1
Ir -0.585 -0.007 0.150 1.2 -0.6 -1.8 -0.322
C 0.720 -3.162 -0.733 -0.1 0.0 0.1 -0.003
O 0.045 -1.926 -1.013 0.3 0.4 0.3 -0.037
Si -0.934 -1.583 -2.363 -0.2 0.3 -0.2 0.018
C -0.129 -1.863 -3.994 0.3 -0.2 0.0 0.002
C -2.477 -2.582 -2.259 -0.1 -0.2 0.0 0.000
C -1.084 0.210 -1.785 -0.8 0.0 0.3 0.181
Si -2.859 0.940 -1.649 0.0 -0.2 0.3 0.020
C -3.644 0.980 -3.328 -0.2 0.0 0.0 0.011
C -3.730 -0.208 -0.419 -0.2 0.1 -0.1 0.018
C -2.808 2.606 -0.814 0.0 0.2 -0.1 -0.010
Si 0.200 1.383 -2.622 0.4 0.1 0.6 0.041
C 0.439 2.922 -1.552 0.0 0.1 -0.1 0.008
C 1.875 0.532 -2.750 0.0 0.0 0.0 0.001
C -0.396 1.870 -4.301 -0.2 0.0 -0.1 0.025
H 1.318 -3.456 -1.596 0.0 0.0 0.0 -0.001
H -0.003 -3.950 -0.511 0.0 0.0 0.0 0.000
H 1.381 -3.017 0.119 0.0 0.0 0.0 -0.001
H -0.196 -2.921 -4.259 0.0 0.0 0.0 0.000
H 0.922 -1.577 -4.026 0.0 0.0 -0.1 0.000
H -0.655 -1.311 -4.778 0.0 0.0 0.0 0.000
H -2.300 -3.550 -2.737 0.0 0.0 0.0 0.000
H -3.312 -2.118 -2.791 0.0 0.0 0.0 0.000
H -2.783 -2.769 -1.230 0.0 0.0 0.0 0.000
H -3.279 0.195 -3.994 0.0 0.0 0.0 0.000
H -3.475 1.943 -3.811 0.0 0.0 0.0 0.000
H -4.726 0.856 -3.227 0.0 0.0 0.0 0.002
H -4.522 -0.785 -0.905 0.0 0.0 0.0 0.002
H -4.201 0.387 0.368 0.0 0.0 0.0 0.000
H -3.068 -0.945 0.050 -0.1 0.0 0.0 0.004
H -2.475 3.409 -1.472 0.0 0.0 0.1 0.000
H -2.168 2.609 0.078 0.0 0.0 0.0 -0.005
H -3.820 2.857 -0.484 0.0 0.0 0.0 -0.001
H 0.358 2.726 -0.476 0.0 0.1 0.0 0.001
H -0.287 3.701 -1.787 0.0 0.0 0.1 0.001
H 1.430 3.341 -1.759 0.0 0.0 0.0 0.000
H 1.932 -0.408 -2.195 0.0 0.0 0.0 0.001
H 2.657 1.197 -2.379 0.0 0.0 0.0 0.000
H 2.115 0.320 -3.794 0.0 0.0 0.0 0.000
H -1.360 2.376 -4.278 0.0 0.0 0.0 0.000
H -0.465 1.024 -4.987 0.0 0.0 0.0 0.000
H 0.337 2.572 -4.712 0.0 0.0 0.0 0.004
O 1.109 0.614 1.274 0.0 0.1 0.5 0.010
S 2.381 1.118 0.578 -0.2 0.0 -0.1 0.009
C 2.672 2.725 1.278 0.1 0.2 0.0 0.250
C 1.999 3.144 2.453 0.2 -0.2 -0.2 0.042
C 2.288 4.374 2.957 0.3 0.4 -0.1 0.086
C 3.239 5.213 2.286 -0.1 -0.2 0.0 0.282
C 3.907 4.784 1.107 -0.2 0.2 0.3 0.045
C 3.631 3.552 0.602 -0.2 -0.3 0.2 0.076
C 3.753 0.419 1.442 0.1 0.0 0.0 0.070
C 4.930 0.262 0.705 0.0 -0.1 0.0 0.021
C 6.042 -0.245 1.353 0.0 0.0 0.0 0.009
C 5.960 -0.592 2.701 0.0 0.0 0.0 0.053
C 4.773 -0.428 3.419 0.0 0.0 0.0 0.003
C 3.654 0.089 2.798 0.1 0.1 0.0 0.031
H 1.278 2.491 2.928 0.0 0.0 0.0 -0.001
H 1.816 4.726 3.865 0.0 0.1 0.0 0.001
H 3.448 6.200 2.684 0.0 0.0 0.0 0.011
H 4.617 5.439 0.619 0.0 0.0 0.0 -0.001
H 4.123 3.196 -0.295 0.0 0.0 0.0 0.000
H 4.970 0.508 -0.351 0.0 0.0 0.0 0.000
H 6.965 -0.388 0.808 0.0 0.0 0.0 0.000
H 6.830 -1.002 3.199 0.0 0.0 0.0 0.002
H 4.732 -0.699 4.465 0.0 0.0 0.0 0.000
H 2.727 0.225 3.341 0.0 0.0 0.0 0.001
C -3.506 -1.801 3.067 0.0 0.1 -0.1 0.000
C -2.684 -2.906 2.416 0.3 -0.1 0.3 0.000
C -2.130 -3.852 3.481 0.0 0.0 0.0 0.000
C -3.537 -3.682 1.421 0.0 0.0 -0.1 0.000
N -1.526 -2.322 1.648 -0.8 0.0 -0.6 0.004
N -1.103 -1.009 1.892 0.4 0.3 0.2 0.034
H -4.378 -2.252 3.537 0.0 0.0 0.0 0.000
H -3.880 -1.078 2.336 0.0 0.0 0.0 0.000
H -2.960 -1.283 3.863 0.0 0.0 0.0 0.000
H -2.947 -4.293 4.053 0.0 0.0 0.0 0.000
H -1.476 -3.327 4.181 0.0 0.0 0.0 0.000
H -1.575 -4.673 3.021 0.0 0.0 0.0 0.000
H -4.313 -4.235 1.950 0.0 0.0 0.0 0.000
H -2.932 -4.405 0.869 0.0 0.0 0.0 0.000
H -4.023 -3.010 0.712 0.0 0.0 0.0 0.000
H -0.751 -2.946 1.487 0.1 0.0 0.2 0.000
H -0.262 -0.950 2.473 -0.1 -0.1 0.3 0.003
H -1.853 -0.521 2.379 -0.1 -0.1 0.1 -0.002
```
Forces are in eV/Å.

spin multiplicity: 2
LUMO (spin up / spin down): -9.544 / -12.967 eV
relative energy (zero: lowest compared OMol25 entry of this formula, charge and spin): 52.0 kcal per mole
<S²>: 1.21
gap between HOMO and LUMO (spin up / spin down): 7.072 / 3.809 eV
HOMO level (spin up / spin down): -16.62 / -16.78 eV
charge: +3

***

# 3
C34H41Cl2IrN7O2SSi2 | the ωB97M-V functional and the def2-TZVPD basis

```
90
Properties=species:S:1:pos:R:3:forces:R:3:mulliken_charge:R:1
Ir 0.355 0.713 -0.559 1.1 -0.1 0.3 0.348
C -0.830 4.232 1.536 0.0 -0.1 0.0 -2.288
C -0.489 3.186 0.534 0.0 -0.3 -0.1 0.522
N 0.306 2.193 0.794 -0.1 0.4 0.0 0.854
N 0.890 2.106 2.028 0.1 -0.1 -0.1 -1.664
C 1.630 1.022 2.149 0.0 0.2 0.2 0.627
N 2.293 0.905 3.344 0.0 -0.1 -0.1 -0.519
S 1.891 -0.233 0.982 -0.3 -0.1 0.0 -0.693
C -1.027 3.184 -0.838 0.1 0.0 0.0 1.306
C -1.827 4.191 -1.366 0.1 -0.1 0.0 -0.872
C -2.187 4.136 -2.702 0.1 -0.1 -0.1 -0.913
C -1.724 3.093 -3.494 0.0 0.1 0.1 -1.048
C -0.955 2.102 -2.909 0.1 0.2 0.0 -0.448
N -0.645 2.137 -1.618 -0.8 0.0 0.5 0.461
H 0.028 4.414 2.181 0.0 0.0 0.0 0.371
H -1.648 3.865 2.162 0.0 0.0 0.0 0.318
H -1.131 5.164 1.065 0.0 0.0 0.0 0.510
H 1.892 1.444 4.096 0.0 0.0 0.0 0.274
H 2.557 -0.035 3.589 0.0 0.0 0.0 0.316
H -2.157 5.003 -0.738 0.0 0.0 0.0 0.421
H -2.815 4.910 -3.126 0.0 0.0 0.0 0.417
H -1.972 3.028 -4.544 0.0 0.0 0.0 0.487
H -0.569 1.250 -3.453 0.0 0.0 0.0 0.452
C 4.159 2.981 -2.956 -0.1 -0.1 0.0 -1.489
Si 3.079 2.427 -1.500 0.0 -0.1 -0.1 -0.132
C 2.161 4.011 -1.079 0.0 0.0 0.1 -0.850
C 4.315 2.127 -0.106 -0.1 -0.1 0.0 -1.130
N 1.980 1.120 -1.800 -0.2 0.0 -0.5 1.372
C 2.195 0.015 -2.652 -0.1 0.0 0.2 0.434
C 3.300 -0.170 -3.484 -0.2 -0.1 0.2 -0.542
C 3.475 -1.327 -4.244 -0.1 -0.1 -0.1 -0.976
C 2.543 -2.346 -4.185 0.1 0.1 0.0 -0.889
C 1.414 -2.181 -3.388 0.0 0.0 0.0 -0.715
C 1.193 -1.009 -2.671 0.1 0.3 0.0 0.642
N 0.037 -0.746 -1.951 0.0 -0.1 0.0 0.696
Si -1.524 -1.362 -2.345 0.1 0.0 0.0 0.547
C -1.711 -1.589 -4.214 0.0 0.0 0.0 -1.246
C -2.923 -0.179 -1.890 0.0 0.0 0.0 -0.865
C -1.960 -3.011 -1.553 0.0 0.0 0.0 -0.946
H 4.591 3.948 -2.681 0.0 0.0 0.0 0.376
H 3.599 3.113 -3.883 0.0 0.0 0.0 0.340
H 4.991 2.308 -3.150 0.1 0.0 0.0 0.416
H 2.886 4.824 -0.988 0.1 0.0 -0.1 0.584
H 1.642 3.938 -0.127 0.1 0.1 0.0 0.116
H 1.440 4.285 -1.852 0.0 0.0 0.0 0.245
H 5.234 2.692 -0.283 0.0 0.1 0.0 0.434
H 4.567 1.068 -0.036 0.0 0.0 0.0 0.298
H 3.915 2.427 0.864 0.0 0.0 0.0 0.306
H 4.054 0.586 -3.537 0.3 0.2 0.0 0.257
H 4.355 -1.423 -4.869 0.0 0.0 0.0 0.366
H 2.690 -3.266 -4.737 0.0 0.0 0.0 0.399
H 0.688 -2.980 -3.304 0.0 0.0 0.0 0.423
H -1.614 -0.628 -4.727 0.0 0.0 0.0 0.295
H -2.709 -1.979 -4.431 0.0 0.0 0.0 0.387
H -0.981 -2.267 -4.652 0.0 0.0 0.0 0.374
H -3.241 0.396 -2.763 0.0 0.0 0.0 0.347
H -2.680 0.524 -1.097 0.0 0.0 0.0 -0.017
H -3.785 -0.760 -1.551 0.0 0.0 0.0 0.444
H -1.259 -3.805 -1.818 0.1 0.0 0.0 0.232
H -2.961 -3.320 -1.866 0.0 0.0 0.0 0.395
H -1.958 -2.914 -0.466 0.0 0.0 0.1 -0.035
Cl 0.932 -3.692 0.494 0.0 0.0 0.0 -0.148
C -0.261 -4.413 1.526 0.0 -0.1 0.0 0.513
C -0.704 -5.680 1.213 0.0 0.0 0.0 -0.597
C -1.628 -6.315 2.029 0.0 0.0 0.0 -0.569
C -2.078 -5.656 3.155 0.0 0.0 0.0 -0.655
C -1.635 -4.378 3.463 -0.1 0.0 0.0 1.047
Cl -2.291 -3.699 4.936 0.0 0.0 0.0 -0.245
C -0.720 -3.687 2.651 0.1 0.0 0.0 -0.583
N -0.201 -2.432 2.858 0.0 0.1 -0.2 0.286
C -0.620 -1.485 3.840 0.0 -0.1 0.1 -0.568
C 0.150 -1.363 4.988 0.0 0.0 0.0 -0.153
C -0.210 -0.484 5.997 0.0 0.0 0.0 -0.769
C -1.357 0.283 5.850 0.0 0.0 0.0 -0.639
C -2.116 0.173 4.694 0.1 0.1 0.0 -0.773
C -1.758 -0.694 3.667 0.0 0.0 0.0 1.237
C -2.592 -0.759 2.417 -0.1 0.0 -0.1 -1.382
C -2.031 0.187 1.343 0.2 -0.1 0.3 0.781
O -2.527 1.299 1.207 -0.1 0.2 -0.1 -0.774
O -1.021 -0.300 0.720 -0.3 0.2 -0.3 -0.522
H -0.313 -6.159 0.327 0.0 0.0 0.0 0.422
H -1.986 -7.307 1.791 0.0 0.0 0.0 0.374
H -2.789 -6.120 3.824 0.0 0.0 0.0 0.414
H 0.173 -1.999 2.016 0.0 0.0 0.1 -0.363
H 1.022 -1.997 5.085 0.0 0.0 0.0 0.537
H 0.394 -0.405 6.892 0.0 0.0 0.0 0.403
H -1.662 0.965 6.633 0.0 0.0 0.0 0.389
H -3.007 0.777 4.575 0.0 0.0 0.0 0.443
H -3.603 -0.416 2.630 0.0 -0.1 0.1 0.711
H -2.626 -1.781 2.036 0.0 0.0 -0.1 0.051
```
Forces are in eV/Å.

spin multiplicity: 1
LUMO: 2.157 eV
relative energy (zero: lowest compared OMol25 entry of this formula, charge and spin): 0.0 kcal per mole
gap between HOMO and LUMO: 5.545 eV
HOMO level: -3.39 eV
charge: -1

***

# 4
C24H13F6N5NiO5S3Se | the ωB97M-V functional and the def2-TZVPD basis

```
58
Properties=species:S:1:pos:R:3:forces:R:3:lowdin_spin:R:1
Ni -0.335 -0.147 -0.702 -0.4 -0.1 0.1 1.726
F 4.275 0.494 -0.552 0.0 0.0 0.0 0.000
C 3.978 -0.103 -1.705 0.0 0.0 0.0 0.001
F 4.603 -1.267 -1.772 0.0 0.0 0.0 0.000
F 4.359 0.671 -2.710 0.0 0.0 0.0 0.001
S 2.156 -0.343 -1.762 -0.2 0.2 0.1 0.006
O 1.786 -1.099 -0.578 0.1 -0.1 0.0 0.020
O 1.549 0.982 -1.754 0.1 0.0 -0.1 0.018
N 1.992 -1.116 -3.101 0.0 0.0 -0.1 0.000
S 0.575 -1.047 -3.809 0.2 0.0 -0.1 0.003
O 0.462 -2.079 -4.777 -0.1 0.0 0.0 0.002
O -0.503 -0.841 -2.855 0.0 0.0 0.2 0.023
C 0.598 0.547 -4.795 0.0 0.0 0.0 0.001
F 1.845 0.926 -5.051 0.0 0.0 0.0 0.000
F -0.039 0.350 -5.944 0.0 0.0 0.0 0.000
F -0.023 1.525 -4.136 0.0 0.0 0.0 0.000
Se -1.045 7.300 0.540 0.0 -0.1 0.0 0.000
N -0.114 6.012 1.351 0.0 0.1 0.0 0.000
C -0.441 4.886 0.782 0.0 0.0 0.0 0.000
C 0.115 3.595 1.177 0.0 0.0 0.0 0.001
C 1.040 3.431 2.209 0.0 0.0 0.0 -0.002
C 1.490 2.162 2.506 0.0 0.0 0.0 0.002
C 1.015 1.083 1.765 -0.1 0.0 0.0 0.003
N 0.139 1.235 0.783 0.2 0.0 -0.1 0.045
C -0.304 2.464 0.487 -0.1 0.0 0.0 0.004
C -1.283 2.552 -0.605 0.0 0.0 0.1 0.004
N -1.609 1.393 -1.192 0.2 0.1 -0.2 0.049
C -2.524 1.382 -2.149 0.0 0.0 0.0 0.003
C -3.150 2.548 -2.580 0.0 0.0 0.0 0.002
C -2.803 3.750 -2.002 0.0 0.0 0.0 -0.002
C -1.850 3.763 -0.983 0.0 0.0 0.0 0.001
C -1.415 4.970 -0.287 0.0 0.0 0.0 0.000
N -1.861 6.161 -0.566 0.0 0.1 0.0 0.000
H 1.385 4.298 2.756 0.0 0.0 0.0 0.000
H 2.204 1.992 3.299 0.0 0.0 0.0 0.000
H 1.344 0.071 1.959 0.0 0.0 0.0 0.001
H -2.750 0.413 -2.575 0.0 0.0 0.0 0.001
H -3.892 2.498 -3.364 0.0 0.0 0.0 0.000
H -3.256 4.681 -2.318 0.0 0.0 0.0 0.000
C -9.123 -6.521 2.324 0.0 0.0 0.0 0.000
C -7.963 -5.601 2.030 0.0 0.1 0.1 0.000
O -8.028 -4.406 2.128 0.0 0.0 -0.1 0.000
S -6.504 -6.499 1.540 0.1 -0.1 0.0 0.000
C -5.338 -5.217 1.185 0.0 0.0 0.0 -0.001
C -4.762 -5.185 -0.079 0.0 0.1 0.0 0.000
C -3.797 -4.239 -0.382 0.0 0.0 0.0 -0.002
C -3.403 -3.298 0.569 0.0 0.0 0.1 -0.001
C -3.994 -3.340 1.837 0.0 0.0 0.0 -0.001
C -4.944 -4.293 2.148 0.0 0.0 0.0 0.000
C -2.416 -2.305 0.260 0.1 0.0 0.1 0.009
C -1.565 -1.471 0.025 0.0 0.0 -0.2 0.079
H -9.675 -6.128 3.175 0.0 0.0 0.0 0.000
H -8.803 -7.543 2.518 0.0 0.0 0.0 0.000
H -9.781 -6.519 1.454 0.0 0.0 0.0 0.000
H -5.071 -5.902 -0.829 0.0 0.0 0.0 0.000
H -3.345 -4.221 -1.365 0.0 0.0 0.0 0.000
H -3.691 -2.615 2.581 0.0 0.0 0.0 0.000
H -5.386 -4.317 3.134 0.0 0.0 0.0 0.000
```
Forces are in eV/Å.

spin multiplicity: 3
LUMO (spin up / spin down): -1.415 / -1.416 eV
relative energy (zero: lowest compared OMol25 entry of this formula, charge and spin): 1.7 kcal per mole
<S²>: 2.00
gap between HOMO and LUMO (spin up / spin down): 6.440 / 6.390 eV
HOMO level (spin up / spin down): -7.86 / -7.81 eV

***

# 5
C4H7NO2 | the ωB97M-V functional and the def2-TZVPD basis

```
14
Properties=species:S:1:pos:R:3:forces:R:3:mulliken_charge:R:1
N 1.742 0.643 1.603 0.0 0.0 0.1 -0.387
C 0.561 0.476 0.953 -0.1 0.1 0.1 0.603
O -0.397 1.185 1.214 0.4 -0.1 0.0 -0.606
C 0.449 -0.658 -0.066 -0.1 0.0 -0.1 -0.798
C -1.025 -0.682 -0.439 0.1 0.2 0.2 0.218
C -1.409 0.216 -1.521 -0.1 0.3 -0.1 -0.485
O -1.435 -1.200 -1.692 0.2 -0.3 -0.2 -0.441
H 1.729 1.320 2.351 0.2 0.0 -0.1 0.248
H 2.571 0.101 1.435 -0.2 0.0 0.0 0.188
H 0.894 -1.571 0.356 -0.5 0.0 0.0 0.334
H 1.022 -0.454 -0.979 0.0 0.1 0.2 0.301
H -1.739 -0.841 0.370 0.2 0.0 -0.2 0.366
H -0.607 0.713 -2.069 -0.2 0.0 0.1 0.217
H -2.355 0.753 -1.516 0.0 -0.3 0.0 0.242
```
Forces are in eV/Å.

SMILES: NC(=O)C[C@H]1CO1
spin multiplicity: 1
LUMO: 0.799 eV
relative energy (zero: lowest compared OMol25 entry of this formula, charge and spin): 35.9 kcal per mole
gap between HOMO and LUMO: 10.744 eV
HOMO level: -9.95 eV

***

Per-record molecular weight, g mol⁻¹: 116.1, 730.2, 931.1, 799.2, 101.1